Record 1
DFT (the ωB97M-V functional and the def2-TZVPD basis) results for C66H51F3N4O2PS3Zn as an isolated structure.

XYZ file:
```
131
Properties=species:S:1:pos:R:3:mulliken_charge:R:1
Zn -0.986 -0.677 -0.705 1.82
C -3.280 -5.446 -5.371 -0.50
C -3.788 -4.265 -4.843 -0.66
C -3.169 -3.669 -3.758 -0.76
C -2.040 -4.247 -3.170 0.50
C -1.532 -5.423 -3.714 -0.17
C -2.152 -6.019 -4.805 -0.63
P -1.319 -3.312 -1.760 0.35
C 0.111 -4.358 -1.305 0.66
C 0.226 -5.070 -0.116 -0.43
C 1.396 -5.759 0.177 -0.57
C 2.466 -5.729 -0.702 -0.63
C 2.366 -5.006 -1.884 -0.73
C 1.200 -4.322 -2.180 -0.53
C -2.587 -3.722 -0.499 -0.16
C -3.043 -5.012 -0.378 -0.11
C -4.043 -5.351 0.549 -1.07
C -4.581 -4.378 1.341 -0.95
C -4.158 -3.033 1.234 1.81
C -4.756 -2.034 2.039 -1.20
C -4.396 -0.729 1.878 -0.68
C -3.404 -0.376 0.938 0.17
C -2.725 -1.298 0.165 -1.46
C -3.136 -2.668 0.301 0.79
H -3.758 -5.913 -6.223 0.36
H -4.665 -3.808 -5.284 0.40
H -3.549 -2.740 -3.347 0.37
H -0.652 -5.881 -3.279 0.35
H -1.752 -6.941 -5.212 0.41
H -0.591 -5.069 0.593 0.32
H 1.478 -6.307 1.108 0.38
H 3.383 -6.252 -0.460 0.34
H 3.207 -4.958 -2.566 0.41
H 1.135 -3.732 -3.087 0.41
H -2.623 -5.787 -1.010 0.52
H -4.385 -6.376 0.622 0.39
H -5.353 -4.622 2.063 0.40
H -5.501 -2.326 2.771 0.33
H -4.853 0.046 2.485 0.42
H -3.172 0.679 0.827 0.02
N -0.609 1.249 -0.343 0.12
S 0.514 2.125 -0.676 1.26
N 0.936 3.227 0.431 -0.24
S 0.760 2.821 1.986 1.22
N 0.756 1.312 2.521 -0.23
S -0.476 0.260 2.247 1.53
N 0.087 -0.970 1.374 1.00
C -0.636 -0.436 3.917 0.73
C 0.044 0.076 5.010 -0.59
C -0.129 -0.500 6.260 -0.98
C -0.984 -1.582 6.415 -0.74
C -1.676 -2.079 5.319 -0.83
C -1.512 -1.502 4.070 -0.84
C -1.155 3.066 2.071 0.91
C -1.909 3.617 1.045 -1.12
C -3.280 3.781 1.187 -0.51
C -3.915 3.404 2.362 -0.92
C -3.165 2.883 3.405 -0.90
C -1.794 2.727 3.260 -0.23
C 2.659 2.831 2.271 1.24
C 3.353 1.878 3.008 -0.09
C 4.723 2.007 3.218 -0.76
C 5.414 3.082 2.687 -0.69
C 4.730 4.030 1.936 -0.91
C 3.366 3.906 1.736 -0.67
C 0.749 4.367 3.008 0.17
C 1.042 4.293 4.358 -0.47
C 1.003 5.446 5.128 -0.80
C 0.707 6.667 4.538 -0.71
C 0.435 6.733 3.177 -0.83
C 0.443 5.579 2.410 -0.31
C 2.136 1.434 -1.118 0.33
C 2.771 1.699 -2.321 -0.29
C 4.036 1.175 -2.552 -1.02
C 4.648 0.378 -1.597 -0.91
C 3.997 0.104 -0.402 -0.80
C 2.745 0.640 -0.159 0.53
C 0.226 3.241 -2.060 0.20
C 1.037 4.355 -2.246 -0.20
C 0.823 5.166 -3.348 -0.88
C -0.195 4.859 -4.245 -0.56
C -1.013 3.760 -4.032 -0.94
C -0.806 2.941 -2.928 -0.58
H 0.725 0.903 4.862 0.26
H 0.407 -0.103 7.114 0.46
H -1.110 -2.037 7.389 0.37
H -2.343 -2.925 5.430 0.49
H -2.042 -1.892 3.210 0.41
H -1.429 3.905 0.120 0.28
H -3.859 4.191 0.368 0.46
H -4.989 3.507 2.461 0.37
H -3.643 2.586 4.331 0.48
H -1.216 2.333 4.089 0.51
H 2.822 1.022 3.396 0.09
H 5.247 1.251 3.791 0.47
H 6.481 3.179 2.847 0.37
H 5.268 4.866 1.503 0.44
H 2.833 4.641 1.147 0.30
H 1.307 3.340 4.802 0.23
H 1.211 5.390 6.189 0.47
H 0.690 7.567 5.140 0.38
H 0.207 7.685 2.716 0.45
H 0.215 5.604 1.351 0.33
H 2.287 2.282 -3.092 0.43
H 4.535 1.384 -3.490 0.44
H 5.628 -0.041 -1.789 0.38
H 4.454 -0.534 0.343 0.56
H 2.235 0.444 0.773 -0.40
H 1.816 4.566 -1.525 0.37
H 1.451 6.032 -3.515 0.44
H -0.346 5.483 -5.118 0.39
H -1.811 3.531 -4.727 0.46
H -1.409 2.059 -2.744 0.43
O -1.038 -0.350 -2.979 -0.56
C 0.155 -0.736 -2.980 1.55
O 0.782 -1.037 -1.928 -0.89
C 0.861 -0.882 -4.303 -0.15
C 0.115 -0.857 -5.478 -0.49
C 0.742 -1.005 -6.706 -0.79
C 2.120 -1.168 -6.766 -0.50
C 2.866 -1.194 -5.595 -1.03
C 2.238 -1.063 -4.365 0.18
H -0.956 -0.726 -5.398 0.49
H 0.159 -0.995 -7.619 0.41
H 2.610 -1.281 -7.726 0.39
H 3.941 -1.324 -5.645 0.44
H 2.801 -1.103 -3.441 0.58
F 1.749 -2.357 0.811 -0.13
C 0.995 -1.872 1.821 -0.39
F 0.446 -3.002 2.402 -0.35
F 1.888 -1.421 2.763 -0.24
```

The net charge is -1. The value obtained for the HOMO energy is -4.99 eV. For the HOMO-LUMO gap, the calculation gives 7.26 eV. The calculation puts the LUMO energy at 2.273 eV. The calculated total energy comes out at -177687.8084 eV.



Record 2
DFT (the ωB97M-V functional and the def2-TZVPD basis) results for C66H52CrF10O4 as an isolated structure.

XYZ file:
```
133
Properties=species:S:1:pos:R:3:mulliken_spin:R:1
Cr -1.535 0.053 2.152 4.04
C -0.151 -1.019 -1.690 0.02
C -0.476 -0.482 -0.313 -0.06
C -0.575 1.090 -0.224 -0.01
O -0.920 1.555 0.867 0.03
C -0.481 1.893 -1.407 0.00
C -0.267 1.283 -2.644 0.00
C -0.016 -0.222 -2.758 0.00
O 0.193 -0.797 -3.905 0.02
O -0.324 2.115 -3.691 0.01
O -0.821 -1.168 0.659 -0.05
H 0.084 -2.070 -1.768 0.00
H -0.746 2.932 -1.277 0.00
F 0.533 0.579 2.925 -0.06
C 1.715 0.839 3.488 0.02
C 2.843 0.710 2.734 0.00
C 4.044 1.166 3.276 0.00
C 4.151 1.475 4.603 0.00
C 3.057 1.372 5.484 0.00
C 1.770 1.084 4.869 0.00
H 2.721 0.583 1.669 0.00
H 4.908 1.153 2.629 0.00
H 5.134 1.653 5.014 0.00
H 3.114 1.560 6.546 0.00
H 0.794 0.986 5.321 0.00
F -1.593 9.637 0.733 0.00
C -1.231 8.724 -0.224 0.00
C -1.149 7.373 0.101 0.00
C -0.787 6.434 -0.829 0.00
C -0.566 6.878 -2.156 0.00
C -0.699 8.204 -2.499 0.00
C -0.914 9.138 -1.505 0.00
H -1.255 6.984 1.103 0.00
H -0.703 5.396 -0.544 0.00
H -0.381 6.130 -2.913 0.00
H -0.362 8.470 -3.491 0.00
H -0.866 10.181 -1.782 0.00
F 0.895 -7.771 0.925 0.00
C 0.237 -6.878 0.185 0.00
C 0.631 -5.554 0.173 0.00
C -0.007 -4.624 -0.572 0.00
C -1.177 -5.067 -1.251 0.00
C -1.552 -6.393 -1.262 0.00
C -0.801 -7.344 -0.647 0.00
H 1.456 -5.311 0.826 0.00
H 0.317 -3.611 -0.756 0.00
H -1.705 -4.335 -1.844 0.00
H -2.416 -6.641 -1.860 0.00
H -1.188 -8.349 -0.555 0.00
F -0.746 -1.730 3.320 -0.01
C 0.190 -2.377 4.020 0.01
C 0.314 -2.187 5.366 0.00
C 1.305 -2.793 6.056 0.00
C 2.227 -3.614 5.421 0.00
C 2.010 -3.940 4.058 0.00
C 1.036 -3.241 3.318 0.00
H -0.459 -1.573 5.804 0.00
H 1.226 -2.724 7.131 0.00
H 2.986 -4.124 5.996 0.00
H 2.646 -4.614 3.503 0.00
H 0.923 -3.522 2.282 0.00
F -2.621 0.059 -4.502 0.00
C -3.504 -0.265 -3.529 0.00
C -3.223 -1.343 -2.718 0.00
C -4.030 -1.636 -1.632 0.00
C -5.203 -0.866 -1.379 0.00
C -5.510 0.176 -2.252 0.00
C -4.665 0.511 -3.290 0.00
H -2.393 -1.987 -2.970 0.00
H -3.938 -2.516 -1.013 0.00
H -5.844 -1.137 -0.552 0.00
H -6.411 0.741 -2.064 0.00
H -4.833 1.309 -3.998 0.00
F 2.332 1.136 -5.506 0.00
C 3.237 0.680 -4.663 0.00
C 4.331 -0.114 -5.099 0.00
C 5.271 -0.552 -4.215 0.00
C 5.213 -0.093 -2.906 0.00
C 4.141 0.676 -2.437 0.00
C 3.169 1.084 -3.362 0.00
H 4.496 -0.455 -6.111 0.00
H 6.145 -1.133 -4.472 0.00
H 5.990 -0.425 -2.233 0.00
H 3.996 0.858 -1.382 0.00
H 2.298 1.658 -3.083 0.00
F 5.283 2.995 0.122 0.00
C 4.507 3.716 -0.711 0.00
C 5.005 4.545 -1.689 0.00
C 4.168 5.235 -2.615 0.00
C 2.823 4.961 -2.552 0.00
C 2.306 4.173 -1.497 0.00
C 3.151 3.534 -0.630 0.00
H 6.062 4.745 -1.599 0.00
H 4.503 5.855 -3.433 0.00
H 2.221 5.553 -3.226 0.00
H 1.238 4.014 -1.508 0.00
H 2.557 2.878 -0.010 0.00
F -3.361 -1.641 2.254 0.00
C -3.967 -2.804 1.932 0.01
C -3.318 -3.805 1.147 0.00
C -3.988 -5.003 0.924 0.00
C -5.278 -5.218 1.433 0.00
C -5.930 -4.185 2.119 0.00
C -5.285 -2.973 2.375 0.01
H -2.328 -3.720 0.724 0.00
H -3.556 -5.825 0.372 0.00
H -5.814 -6.147 1.299 0.00
H -6.885 -4.380 2.584 0.00
H -5.751 -2.201 2.969 0.00
F -3.456 0.685 1.215 -0.02
C -4.407 1.575 0.961 0.02
C -4.254 2.567 -0.021 0.00
C -5.298 3.451 -0.258 0.00
C -6.386 3.435 0.630 0.00
C -6.549 2.428 1.599 0.00
C -5.518 1.500 1.772 0.00
H -3.408 2.498 -0.689 0.00
H -5.217 4.152 -1.076 0.00
H -7.149 4.180 0.456 0.00
H -7.389 2.297 2.264 0.00
H -5.610 0.787 2.578 0.00
F 4.903 -3.409 -2.825 0.00
C 4.628 -3.110 -1.562 0.00
C 5.572 -3.379 -0.508 0.00
C 5.139 -3.144 0.767 0.00
C 3.869 -2.581 1.043 0.00
C 3.001 -2.202 0.077 0.00
C 3.347 -2.508 -1.245 0.00
H 6.542 -3.808 -0.710 0.00
H 5.789 -3.418 1.585 0.00
H 3.637 -2.321 2.065 0.00
H 2.110 -1.656 0.349 0.00
H 2.705 -2.240 -2.071 0.00
```

The spin multiplicity is 5. The net charge is 0. The value obtained for the HOMO energy (spin up / spin down) is -7.23 / -7.21 eV. For the HOMO-LUMO gap (spin up / spin down), the calculation gives 5.94 / 5.88 eV. The calculation puts the LUMO energy (spin up / spin down) at -1.296 / -1.323 eV. The calculated total energy comes out at -133066.0582 eV. Its expectation value of S² is 6.0149.



Record 3
DFT (the ωB97M-V functional and the def2-TZVPD basis) results for C66H54AsN2O4Ru as an isolated structure.

XYZ file:
```
128
Properties=species:S:1:pos:R:3:mulliken_spin:R:1
Ru 0.778 0.796 -0.114 0.78
O -0.313 1.253 1.555 0.10
C -0.841 2.462 1.973 0.05
C 0.077 3.609 1.477 -0.03
C 0.061 3.762 -0.013 0.01
C -0.843 4.611 -0.639 0.00
C -0.775 4.777 -2.008 0.00
C 0.232 4.140 -2.711 0.01
C 1.112 3.312 -2.035 0.02
C 2.304 2.722 -2.717 0.01
C 2.321 1.169 -2.790 -0.01
O 2.302 0.691 -1.483 0.11
C 3.694 0.793 -3.388 0.01
C 3.845 0.171 -4.623 0.00
C 5.104 -0.205 -5.075 0.00
C 6.230 0.044 -4.307 0.00
C 6.089 0.684 -3.083 0.00
C 4.833 1.052 -2.629 0.00
C 1.237 0.544 -3.671 0.00
C 0.630 1.203 -4.733 0.00
C -0.256 0.536 -5.568 0.00
C -0.527 -0.808 -5.369 0.00
C 0.087 -1.479 -4.323 0.00
C 0.955 -0.805 -3.477 0.00
N 1.002 3.106 -0.708 0.00
C -0.950 2.460 3.509 0.00
C -0.364 3.411 4.334 0.00
C -0.589 3.391 5.707 0.00
C -1.399 2.421 6.271 0.00
C -1.962 1.447 5.455 0.00
C -1.734 1.465 4.091 0.00
C -2.295 2.663 1.488 0.00
C -2.974 1.611 0.888 0.00
C -4.285 1.767 0.459 0.00
C -4.943 2.972 0.648 0.00
C -4.289 4.010 1.295 0.00
C -2.979 3.853 1.722 0.00
H 1.087 3.331 1.786 -0.01
H -0.203 4.556 1.936 0.00
H -1.583 5.134 -0.055 0.00
H -1.481 5.421 -2.517 0.00
H 0.349 4.300 -3.773 0.00
H 3.170 2.985 -2.110 0.00
H 2.443 3.144 -3.712 0.00
H 2.979 -0.032 -5.236 0.00
H 5.196 -0.706 -6.031 0.00
H 7.207 -0.257 -4.661 0.00
H 6.964 0.890 -2.478 0.00
H 4.727 1.528 -1.661 0.00
H 0.863 2.238 -4.947 0.00
H -0.734 1.071 -6.380 0.00
H -1.229 -1.323 -6.014 0.00
H -0.117 -2.531 -4.158 0.00
H 1.440 -1.332 -2.665 0.00
H 0.283 4.178 3.927 0.00
H -0.130 4.146 6.334 0.00
H -1.588 2.420 7.337 0.00
H -2.587 0.673 5.884 0.00
H -2.164 0.699 3.459 0.00
H -2.469 0.662 0.765 -0.01
H -4.791 0.933 -0.014 0.00
H -5.963 3.100 0.307 0.00
H -4.806 4.944 1.481 0.00
H -2.497 4.665 2.256 0.00
C 6.664 -0.922 4.412 0.00
C 6.593 -1.513 3.160 0.00
C 5.597 -1.143 2.266 0.00
C 4.667 -0.179 2.624 0.00
C 4.762 0.438 3.867 0.00
C 5.749 0.060 4.762 0.00
As 3.134 0.333 1.438 0.00
C 1.807 -0.604 2.539 -0.02
C 1.330 -0.226 3.782 0.01
C 0.422 -1.035 4.446 0.00
C -0.047 -2.197 3.846 0.00
C 0.420 -2.578 2.601 0.00
C 1.367 -1.797 1.947 0.01
C 2.081 -2.169 0.715 0.00
C 1.912 -3.352 -0.002 0.01
C 2.740 -3.635 -1.075 0.00
C 3.763 -2.761 -1.427 0.00
C 3.944 -1.589 -0.711 -0.01
C 3.100 -1.283 0.346 0.00
H 7.434 -1.223 5.111 0.00
H 7.311 -2.271 2.874 0.00
H 5.541 -1.621 1.297 0.00
H 4.053 1.212 4.138 0.00
H 5.804 0.532 5.735 0.00
H 1.662 0.699 4.239 0.00
H 0.063 -0.745 5.424 0.00
H -0.777 -2.811 4.358 0.00
H 0.060 -3.493 2.146 0.00
H 1.145 -4.062 0.284 0.00
H 2.598 -4.551 -1.633 0.00
H 4.417 -2.985 -2.260 0.00
H 4.734 -0.904 -0.984 0.00
C -3.619 -5.950 1.858 0.00
C -4.149 -4.700 1.204 0.00
C -5.394 -4.205 1.581 0.00
C -5.909 -3.064 0.990 0.00
C -5.179 -2.392 0.027 0.00
C -3.925 -2.867 -0.358 0.00
N -3.132 -2.176 -1.286 0.00
C -3.559 -1.121 -2.081 0.00
C -4.736 -1.232 -2.833 0.00
C -5.137 -0.213 -3.672 0.00
C -4.393 0.957 -3.774 0.00
C -3.227 1.079 -3.048 0.00
C -2.785 0.054 -2.213 -0.01
C -1.509 0.278 -1.477 0.02
O -1.012 1.429 -1.465 -0.03
O -0.930 -0.660 -0.842 -0.01
C -3.404 -4.034 0.228 0.00
C -2.076 -4.578 -0.235 0.00
H -4.365 -6.373 2.528 0.00
H -2.720 -5.734 2.441 0.00
H -3.357 -6.705 1.115 0.00
H -5.966 -4.719 2.345 0.00
H -6.879 -2.687 1.289 0.00
H -5.566 -1.485 -0.417 0.00
H -2.169 -2.043 -0.998 0.00
H -5.312 -2.146 -2.762 0.00
H -6.037 -0.336 -4.262 0.00
H -4.722 1.763 -4.417 0.00
H -2.621 1.974 -3.104 0.00
H -1.392 -3.788 -0.540 0.00
H -2.222 -5.232 -1.101 0.00
H -1.591 -5.166 0.543 0.00
```

The spin multiplicity is 2. The net charge is 0. The value obtained for the HOMO energy (spin up / spin down) is -7.42 / -7.42 eV. For the HOMO-LUMO gap (spin up / spin down), the calculation gives 5.71 / 6.14 eV. The calculation puts the LUMO energy (spin up / spin down) at -1.703 / -1.273 eV. The calculated total energy comes out at -143909.3312 eV. Its expectation value of S² is 0.7585.